DFT (ωB97M-V/def2-TZVPD) results for a cluster of 6 separate species, C33H67BrClO15PS in total at a distorted geometry.

```
119
Properties=species:S:1:pos:R:3:forces:R:3
C 10.02764 -0.40741 -3.21771 0.29 0.02 -0.18
C 9.46522 1.16721 -3.24399 -0.04 -1.19 0.75
O 8.02776 1.06783 -2.85270 0.36 2.45 -1.18
C 7.34199 2.37028 -3.14534 0.19 0.63 0.49
C 6.35145 2.80403 -1.87941 2.75 -0.94 1.05
O 5.31433 3.74796 -2.25803 -2.34 -2.82 -1.59
C 4.12653 3.12617 -2.86042 -0.76 0.92 -3.38
C 3.68040 3.48920 -4.26570 -0.66 -1.87 3.03
S 4.81763 4.31044 -5.53223 -0.87 -0.51 0.81
C 2.08169 3.15870 -4.65143 -2.47 0.61 -4.90
O 1.59376 3.34271 -5.90289 3.43 -0.97 7.98
C 0.97366 2.70124 -3.47694 1.83 -0.64 4.01
C -0.64805 2.60902 -3.72399 0.53 0.70 -1.00
C -1.11550 1.26582 -4.57456 -2.07 -0.23 0.42
C -1.90733 0.12944 -3.66384 0.23 -0.21 -0.63
Cl 0.24539 0.38520 -5.47213 -1.01 0.88 0.74
C 1.54091 2.40153 -2.10062 0.49 -0.68 -4.60
P 0.53561 2.47512 -0.47660 1.63 1.29 1.22
O 1.69577 2.17249 0.83654 -1.61 -2.44 -3.46
Br -1.04370 0.87720 -0.30349 0.74 -0.19 -0.13
C 3.15678 2.01715 -2.10511 1.28 -3.72 1.88
O 3.59699 0.83664 -1.59870 -2.77 7.77 -3.01
H 10.30025 -0.79014 -4.29594 -0.57 0.94 2.05
H 9.18997 -1.15531 -2.81714 1.88 1.92 -0.65
H 11.02615 -0.48961 -2.56935 -2.37 0.13 -1.31
H 9.99184 1.81304 -2.39040 -0.89 -1.26 -2.08
H 9.56815 1.65043 -4.31278 -0.12 -0.92 2.18
H 8.19812 3.19690 -3.23463 -2.05 -1.62 0.05
H 6.71130 2.34005 -4.13036 1.24 -0.13 1.73
H 5.98217 1.85226 -1.30819 0.32 1.78 -1.36
H 7.07029 3.37920 -1.11923 -1.86 -1.07 -1.61
H 4.60226 3.77696 -6.82341 -0.58 -0.01 1.80
H -0.95453 3.53479 -4.38337 0.75 -1.82 1.27
H -1.29146 2.68534 -2.73159 1.73 -0.32 -1.91
H -1.91231 1.63574 -5.37737 2.04 -0.82 1.58
H -2.80251 0.65372 -3.11049 1.87 -1.08 -0.88
H -1.15718 -0.42209 -2.94298 -1.62 1.36 -1.31
H -2.36199 -0.72118 -4.36725 1.05 2.06 1.37
H 1.94102 1.19583 0.66137 0.02 1.98 0.73
C -3.31304 -0.41121 2.04233 -0.18 0.14 -0.13
O -4.26637 -0.79312 1.05703 0.18 -0.21 0.39
C -4.63178 -2.17260 1.16476 -0.61 0.33 -0.30
C -6.00854 -2.33170 1.81571 0.54 -0.20 0.39
O -5.97482 -1.95647 3.19627 -0.06 0.30 -0.41
C -6.54976 -0.67440 3.41838 0.02 -0.13 0.21
H -3.20636 0.67684 2.01219 -0.05 -0.15 -0.10
H -3.63223 -0.69980 3.04709 0.01 -0.07 -0.03
H -2.34259 -0.86304 1.81420 0.05 -0.02 0.15
H -3.86993 -2.73993 1.71202 -0.12 0.08 0.05
H -4.67782 -2.56853 0.14492 0.04 -0.05 0.05
H -6.29272 -3.38878 1.78133 0.02 0.02 -0.05
H -6.77026 -1.76074 1.27107 0.14 0.03 0.03
H -7.63584 -0.72720 3.28949 0.01 0.14 -0.03
H -6.13173 0.07964 2.74548 -0.03 -0.03 -0.04
H -6.33636 -0.37641 4.44949 -0.03 -0.15 -0.14
C -3.49315 -5.43652 -0.75565 -0.04 0.19 -0.19
O -2.76140 -4.22265 -0.88422 0.15 -0.38 0.29
C -1.72262 -4.11170 0.09392 0.15 0.28 -0.62
C -0.35024 -4.40114 -0.52032 -0.19 -0.45 0.44
O -0.22663 -5.77941 -0.88500 -0.22 0.40 -0.27
C -0.36254 -5.97809 -2.28702 0.08 -0.19 0.11
H -4.15010 -5.53416 -1.62458 0.11 0.13 0.10
H -2.83155 -6.30595 -0.72275 0.00 0.03 0.07
H -4.11154 -5.40299 0.14681 -0.01 -0.13 0.05
H -1.91672 -4.76804 0.95025 0.07 -0.03 -0.12
H -1.73529 -3.07747 0.45333 0.05 0.01 0.01
H 0.41995 -4.20205 0.23237 -0.04 0.04 -0.01
H -0.15747 -3.74770 -1.37980 -0.14 -0.07 0.06
H 0.52198 -5.59188 -2.80416 -0.08 0.03 -0.10
H -1.26257 -5.49644 -2.67953 0.05 0.04 0.02
H -0.43352 -7.05361 -2.47606 0.05 0.16 0.15
C 14.40011 -2.02024 2.06824 -0.08 -0.13 0.22
O 13.10756 -1.93965 2.65843 0.10 0.21 -0.48
C 12.26368 -1.00021 1.98506 -0.31 -0.55 0.29
C 11.24484 -1.71243 1.09106 0.44 0.38 -0.33
O 11.88489 -2.34204 -0.02330 -0.07 -0.19 0.46
C 11.99957 -3.74953 0.14832 0.06 0.08 -0.22
H 14.92977 -2.86507 2.51753 -0.16 0.13 0.03
H 14.34237 -2.18262 0.98888 -0.02 0.06 0.01
H 14.96179 -1.10479 2.27902 0.07 0.00 -0.11
H 12.85707 -0.28045 1.40921 -0.05 -0.14 -0.04
H 11.72393 -0.44684 2.76056 -0.02 0.01 -0.05
H 10.55598 -0.96632 0.68099 0.00 0.00 0.05
H 10.65392 -2.43578 1.66590 0.16 0.06 0.00
H 11.01340 -4.21635 0.05599 0.04 -0.09 0.08
H 12.44304 -4.00546 1.11472 -0.06 0.03 -0.01
H 12.64466 -4.14061 -0.64442 -0.12 0.17 0.07
C -7.08658 2.54961 8.71838 0.06 0.24 0.07
O -6.33918 3.45014 7.90848 -0.15 -0.47 -0.21
C -5.82924 2.82013 6.72901 -0.15 0.68 -0.04
C -6.65086 3.20566 5.49579 -0.04 -0.64 0.18
O -7.96484 2.64160 5.55221 0.16 0.44 0.18
C -8.94739 3.60452 5.91415 -0.09 -0.21 -0.06
H -7.58224 3.12646 9.50433 0.15 0.01 -0.14
H -7.85125 2.02491 8.13986 0.06 -0.03 -0.02
H -6.41239 1.82706 9.18886 -0.09 -0.10 0.00
H -5.78918 1.73136 6.85041 -0.11 0.09 -0.05
H -4.80432 3.18141 6.59496 -0.02 -0.03 -0.04
H -6.16520 2.78972 4.60670 0.04 0.03 0.02
H -6.69488 4.29501 5.37644 0.00 -0.11 0.13
H -9.10468 4.30366 5.08625 -0.02 0.09 0.08
H -8.66366 4.15415 6.81611 0.03 0.00 -0.06
H -9.88750 3.07930 6.10871 0.20 -0.01 -0.09
C -8.85021 2.25131 -0.52454 -0.07 -0.22 0.13
O -9.03732 0.96621 -1.10679 0.22 0.39 -0.27
C -8.85059 0.98341 -2.52557 0.17 -0.59 0.33
C -7.49252 0.39157 -2.91271 -0.03 0.69 -0.12
O -6.41941 1.23995 -2.49249 -0.28 -0.34 0.18
C -5.76562 0.74322 -1.33084 0.13 0.13 -0.09
H -8.84028 2.13647 0.56306 -0.05 -0.09 -0.16
H -7.90322 2.70124 -0.83354 -0.04 0.00 -0.05
H -9.68259 2.90722 -0.79818 0.07 0.11 0.00
H -8.96616 1.99757 -2.92543 0.13 -0.07 0.06
H -9.64090 0.36001 -2.95653 0.03 0.02 -0.03
H -7.43654 0.32677 -4.00451 -0.05 -0.03 0.02
H -7.37467 -0.62141 -2.50916 -0.07 0.14 0.06
H -5.18068 -0.14658 -1.58591 -0.01 -0.04 0.16
H -6.47746 0.50479 -0.53551 0.05 -0.04 -0.04
H -5.08186 1.51537 -0.96508 -0.11 -0.09 -0.13
```
Positions in Å, forces in eV/Å.

Results
Orbital gap in eV: 7.17
Relative energy (zero: lowest compared OMol25 entry of this formula, charge and spin) in kJ/mol: 556.4
Largest force on an atom in eV Å⁻¹: 8.78
Total energy in eV: -168691.8940
HOMO level in eV: -9.1